[1]
Computed, not measured: C33H35BaCl5N4P2 as an isolated structure in a non-equilibrium geometry, with wB97M-V/def2-TZVPD.

The value obtained for the total energy is -122627.718 eV. The gap between HOMO and LUMO comes out at 5.953 eV. The value obtained for the energy relative to the best compared isomer or geometry (same formula, charge and spin) is 0.0 kJ/mol.

```
80
C33H35BaCl5N4P2 | the Open Molecules 2025 dataset | wB97M-V/def2-TZVPD
Ba 2.92197 3.84303 0.86136
C 4.56192 -1.43303 -0.64532
C 3.52891 -0.66412 -1.00261
C 2.08750 -0.77573 -0.59410
C 1.62392 -0.15301 0.73978
C 2.37272 -0.55327 1.97299
C 3.23117 -1.56627 2.14765
C 3.38148 -2.73261 1.21417
C 4.57671 -2.63919 0.24186
C 3.87811 2.97931 3.15147
H 5.54269 -1.17569 -1.05107
H 3.69699 0.20521 -1.66986
H 1.69222 -1.79099 -0.68562
H 1.55332 -0.21525 -1.37327
H 1.61820 0.95874 0.59963
H 0.53938 -0.37511 0.86137
H 2.18905 0.14272 2.80057
H 3.79744 -1.69691 3.08745
H 2.46796 -2.96072 0.64417
H 3.57093 -3.61541 1.84860
H 5.52180 -2.66828 0.81157
H 4.58087 -3.54994 -0.38238
H 4.96032 3.20366 3.11972
H 3.74538 2.02459 3.68527
H 3.39408 3.77940 3.74935
P -3.36671 -0.03554 1.10677
P -2.56782 0.50073 -2.09685
N -3.38915 -1.41063 2.21857
N -4.89643 0.63018 1.80557
N -2.02699 -1.12475 -2.58385
N -3.03343 0.94638 -3.74587
C -4.20404 -0.96714 -0.26454
C -4.22597 -0.13830 -1.55777
C -2.30708 -1.71633 3.04247
C -2.60854 -2.84735 3.78599
C -3.92133 -3.26511 3.40728
C -4.37529 -2.37759 2.43563
C -4.93357 1.91697 2.35134
C -6.23827 2.20256 2.74672
C -7.03727 1.06985 2.42288
C -6.19520 0.12528 1.84579
C -0.77734 -1.55879 -2.13517
C -0.61183 -2.89445 -2.47843
C -1.81833 -3.32267 -3.11705
C -2.69374 -2.23437 -3.11836
C -3.53653 0.24163 -4.84436
C -3.89724 1.14783 -5.83994
C -3.63905 2.45813 -5.32665
C -3.13823 2.31560 -4.04587
H -5.24285 -1.20393 -0.00271
H -3.68339 -1.93229 -0.39239
H -4.69147 -0.72810 -2.35945
H -4.83153 0.76971 -1.41911
H -1.41845 -1.09316 3.00525
H -1.97674 -3.32878 4.51278
H -4.49469 -4.10178 3.79385
H -5.30168 -2.36521 1.87726
H -4.03180 2.50853 2.40738
H -6.58840 3.10536 3.22001
H -8.09471 0.92386 2.58283
H -6.43514 -0.85187 1.45275
H -0.15481 -0.86791 -1.59362
H 0.26779 -3.49622 -2.29261
H -2.04056 -4.29376 -3.53515
H -3.72856 -2.17869 -3.43539
H -3.59112 -0.83346 -4.85142
H -4.29575 0.88760 -6.80841
H -3.80927 3.38893 -5.84736
H -2.83921 3.04150 -3.30976
Cl 5.43690 5.70762 -0.51064
C 6.43064 4.26921 -0.11587
C 5.75686 3.19187 0.38628
C 6.43155 2.06303 0.80167
Cl 5.51928 0.78931 1.60623
C 7.83712 1.93619 0.61544
Cl 8.64310 0.46497 0.96885
C 8.54163 3.06568 0.10746
Cl 10.23453 3.01567 -0.02394
C 7.84634 4.25610 -0.25218
Cl 8.70874 5.65680 -0.73513
```

Löwdin population analysis, charges in e, atoms 1 to 4: number 1, Ba, carries 1.49; number 2, C, carries -0.14; number 3, C, carries -0.11; number 4, C, carries -0.23



[2]
Computed, not measured: C13H27HgO7S3 as an isolated structure in a non-equilibrium geometry, with wB97M-V/def2-TZVPD.

The value obtained for the total energy is -64919.889 eV. The gap between HOMO and LUMO comes out at 5.950 eV. As for the net charge: +1.

```
51
C13H27HgO7S3 | the Open Molecules 2025 dataset | wB97M-V/def2-TZVPD
Hg 0.79681 -3.56404 0.22868
C 0.18257 -0.50538 -0.34314
O 1.14880 -1.46205 -0.54637
H -0.82911 -0.90416 -0.49120
H 0.15422 0.01005 0.62834
H 0.23322 0.36977 -1.00545
C 1.12817 0.75957 3.82727
C -0.43417 0.75053 3.56242
C -0.84837 -0.66242 3.90865
S 0.58890 -1.77470 3.50535
O 0.31437 -2.43601 2.20227
O 1.01825 -2.57348 4.61746
C 1.77713 -0.41171 3.12791
H 1.06214 0.57427 4.90166
H 1.62311 1.70005 3.60261
H -0.77129 1.08323 2.58045
H -0.85567 1.48975 4.24263
H -1.71627 -1.10456 3.42093
H -1.06603 -0.75525 4.97336
H 1.94868 -0.24416 2.06435
H 2.77509 -0.54825 3.54593
C 1.61399 3.41862 0.16945
C 0.11034 3.40182 0.06210
C -0.40141 4.76236 0.46836
S 0.50080 5.09324 2.04931
O -0.20131 4.31958 3.03688
O 0.88858 6.48582 2.23468
C 1.95712 4.08172 1.52454
H 2.06981 4.01198 -0.62277
H 2.12855 2.45830 0.22020
H -0.27894 2.66171 0.76991
H -0.23968 3.02300 -0.89946
H -1.46529 4.76984 0.70594
H -0.28348 5.54194 -0.28450
H 2.28780 3.43914 2.33648
H 2.73472 4.82569 1.34997
C -1.84423 -2.48271 -5.04588
C -1.28036 -3.77711 -5.62833
C -0.27813 -4.27610 -4.60613
S -1.14680 -4.20362 -3.03439
O -0.20993 -3.79923 -1.99682
O -1.88388 -5.45891 -2.98707
C -2.22538 -2.76368 -3.60336
H -2.51166 -1.87596 -5.65771
H -1.06364 -1.71842 -4.95122
H -0.64421 -3.53665 -6.48998
H -1.90976 -4.47244 -6.18243
H 0.56067 -3.58368 -4.51404
H 0.13981 -5.28194 -4.58910
H -2.07558 -1.88217 -2.97747
H -3.27909 -2.97319 -3.41129
```

natural (NBO) population analysis, charges in e, atoms 1 to 4: number 1, Hg, carries 1.47; number 2, C, carries -0.26; number 3, O, carries -0.76; number 4, H, carries 0.15



[3]
Computed, not measured: one molecule with the formula C16H23N3O2S, with wB97M-V/def2-TZVPD.

The value obtained for the total energy is -36366.847 eV. The gap between HOMO and LUMO comes out at 8.242 eV. Its SMILES is COc1ccc(CCNC(=S)N2CCC(C(N)=O)CC2)cc1. The value obtained for the energy relative to the best compared isomer or geometry (same formula, charge and spin) is 58.0 kJ/mol.

```
45
C16H23N3O2S | the Open Molecules 2025 dataset | wB97M-V/def2-TZVPD
C -0.89621 -4.35292 0.51138
H -0.70249 -5.13948 1.23903
O -1.36266 -3.25431 1.25269
C -1.71927 -2.11947 0.58234
C -1.60617 -1.93712 -0.79111
C -1.98903 -0.73235 -1.35702
C -2.49174 0.30505 -0.58530
C -2.60442 0.11190 0.78714
C -2.22310 -1.07972 1.36557
H -2.30441 -1.23085 2.42997
H -2.98920 0.90227 1.41346
C -2.86497 1.60885 -1.23015
H -3.34834 1.41882 -2.19076
H -3.56383 2.15716 -0.59576
C -1.61886 2.48129 -1.48556
N -1.13344 3.13672 -0.28661
C -0.44992 2.54209 0.74448
N 0.65071 1.81237 0.50013
C 1.29482 1.04745 1.54123
C 1.44516 -0.40135 1.08148
H 1.93046 -0.97691 1.87101
H 0.44914 -0.81773 0.92060
C 2.23634 -0.48886 -0.23203
C 3.71177 -0.15473 -0.01189
O 4.27100 0.81806 -0.46477
N 4.37002 -1.06979 0.73706
H 3.92325 -1.88680 1.11138
H 5.34382 -0.91681 0.94041
C 1.60307 0.43766 -1.27556
H 2.23727 0.48068 -2.16168
H 0.62670 0.03408 -1.55419
C 1.44254 1.84853 -0.70844
H 1.00264 2.53052 -1.43303
H 2.43846 2.22963 -0.45382
H 2.19583 -1.52088 -0.60117
H 0.68283 1.09857 2.44307
H 2.27896 1.48117 1.75676
S -0.97029 2.86360 2.29110
H -1.84289 3.74924 0.10282
H -1.86909 3.27498 -2.19622
H -0.84257 1.85618 -1.92276
H -1.90301 -0.60728 -2.42817
H -1.22649 -2.71949 -1.42999
H -1.64496 -4.70272 -0.20675
H 0.03259 -4.11732 -0.02032
```

natural (NBO) population analysis, charges in e, atoms 1 to 4: number 1, C, carries -0.25; number 2, H, carries 0.20; number 3, O, carries -0.51; number 4, C, carries 0.37